#A
Density functional theory data (ωB97M-V/def2-TZVPD) for a structure of composition C22H18Cl3N5O2RuS.

Cartesian coordinates (Å):
Ru (-0.0593, 0.0609, 0.2445)
C (3.7978, -0.9611, -1.5692)
C (2.5125, -1.0696, -1.0354)
N (1.9013, -0.0548, -0.4500)
C (2.5513, 1.1380, -0.3869)
C (3.8404, 1.3349, -0.8896)
C (4.4678, 0.2337, -1.4929)
C (4.4348, 2.6354, -0.7651)
C (3.7725, 3.6529, -0.1757)
C (2.4463, 3.4765, 0.3425)
C (1.7022, 4.4873, 0.9782)
C (0.4452, 4.1994, 1.4463)
C (-0.0855, 2.9195, 1.2733)
N (0.5883, 1.9642, 0.6618)
C (1.8442, 2.2229, 0.2202)
H (4.2462, -1.8254, -2.0372)
H (1.9534, -1.9884, -1.0958)
H (5.4661, 0.3364, -1.8987)
H (5.4327, 2.7848, -1.1565)
H (4.2336, 4.6279, -0.0848)
H (2.1266, 5.4756, 1.0984)
H (-0.1520, 4.9438, 1.9529)
H (-1.0764, 2.6620, 1.6280)
S (0.0114, -0.0813, 2.5779)
C (0.4890, -1.7566, 2.5083)
C (0.6458, -2.6396, 3.5734)
C (0.9965, -3.9421, 3.2848)
C (1.1596, -4.3400, 1.9610)
C (0.9734, -3.3980, 0.9701)
N (0.6715, -2.1250, 1.2345)
H (0.4885, -2.3060, 4.5893)
H (1.1299, -4.6583, 4.0851)
H (1.4228, -5.3572, 1.7097)
H (1.0546, -3.6692, -0.0767)
C (-3.4406, -4.0653, -1.1837)
N (-3.2551, -2.6703, -0.7910)
C (-4.4082, -1.8901, -0.3349)
C (-2.0810, -2.1131, -0.8346)
N (-1.0542, -1.5769, -0.8928)
H (-4.0556, -4.1218, -2.0820)
H (-3.9286, -4.6096, -0.3752)
H (-2.4728, -4.5171, -1.3842)
H (-5.1539, -1.8320, -1.1283)
H (-4.0799, -0.8856, -0.0768)
H (-4.8432, -2.3702, 0.5417)
Cl (-3.4107, 2.1016, -2.9697)
C (-3.2419, 2.1420, -1.2223)
Cl (-4.7141, 1.5493, -0.4558)
Cl (-2.9191, 3.8086, -0.6774)
C (-2.0111, 1.3195, -0.7826)
O (-1.0195, 1.2706, -1.5129)
O (-2.0473, 0.7690, 0.3623)

Its HOMO energy (alpha / beta) is -10.49 / -10.44 eV. Its total charge is +1. As for the multiplicity: 2.

And the Löwdin charges, in e, turn out to be: number 1, Ru, carries 1.160; number 2, C, carries -0.011; number 3, C, carries -0.080; number 4, N, carries -0.006; number 5, C, carries -0.120; number 6, C, carries -0.126; number 7, C, carries 0.025; number 8, C, carries 0.003; number 9, C, carries 0.004; number 10, C, carries -0.121; number 11, C, carries 0.033; number 12, C, carries -0.006; number 13, C, carries -0.122; number 14, N, carries -0.067; number 15, C, carries -0.124; number 16, H, carries 0.120; number 17, H, carries 0.093; number 18, H, carries 0.131; number 19, H, carries 0.126; number 20, H, carries 0.126; number 21, H, carries 0.131; number 22, H, carries 0.123; number 23, H, carries 0.113; number 24, S, carries 0.708; number 25, C, carries -0.713; number 26, C, carries -0.076; number 27, C, carries -0.056; number 28, C, carries -0.061; number 29, C, carries -0.153; number 30, N, carries -0.067; number 31, H, carries 0.112; number 32, H, carries 0.116; number 33, H, carries 0.106; number 34, H, carries 0.101; number 35, C, carries -0.014; number 36, N, carries -0.173; number 37, C, carries -0.020; number 38, C, carries -0.220; number 39, N, carries 0.119; number 40, H, carries 0.098; number 41, H, carries 0.096; number 42, H, carries 0.095; number 43, H, carries 0.100; number 44, H, carries 0.025; number 45, H, carries 0.101; number 46, Cl, carries 0.658; number 47, C, carries -1.501; number 48, Cl, carries 0.666; number 49, Cl, carries 0.642; number 50, C, carries -0.852; number 51, O, carries -0.047; number 52, O, carries -0.197


#B
Density functional theory data (ωB97M-V/def2-TZVPD) for a structure of composition C22H18Cl3N5O2RuS.

Cartesian coordinates (Å):
Ru (-0.0162, -0.0816, 0.4714)
C (2.4608, 3.7374, -0.0934)
C (2.0967, 2.3870, -0.0858)
N (0.8541, 1.9598, 0.0535)
C (-0.1254, 2.9052, 0.1364)
C (0.1492, 4.2800, 0.1333)
C (1.4903, 4.6899, 0.0325)
C (-0.9180, 5.2319, 0.2113)
C (-2.2007, 4.8242, 0.2591)
C (-2.5207, 3.4292, 0.2325)
C (-3.8522, 2.9792, 0.2650)
C (-4.0968, 1.6340, 0.2317)
C (-3.0162, 0.7504, 0.1673)
N (-1.7556, 1.1424, 0.1416)
C (-1.4947, 2.4754, 0.1706)
H (3.5055, 3.9909, -0.2006)
H (2.8638, 1.6426, -0.2221)
H (1.7297, 5.7457, 0.0349)
H (-0.6663, 6.2845, 0.2169)
H (-3.0140, 5.5364, 0.3076)
H (-4.6585, 3.7001, 0.3094)
H (-5.0979, 1.2282, 0.2440)
H (-3.2000, -0.3136, 0.1183)
S (-1.3550, -1.8577, 0.6204)
C (-0.2958, -3.1085, -0.0765)
C (-0.5352, -4.4663, -0.0022)
C (0.4467, -5.3146, -0.5023)
C (1.6072, -4.7762, -1.0325)
C (1.7421, -3.3927, -1.0668)
N (0.8032, -2.5739, -0.6131)
H (-1.4438, -4.8477, 0.4423)
H (0.3069, -6.3870, -0.4664)
H (2.3933, -5.4093, -1.4187)
H (2.6233, -2.9202, -1.4859)
C (-1.5367, 0.6577, 5.6167)
N (-0.3180, 0.6152, 4.8103)
C (0.9682, 0.3669, 5.4729)
C (-0.3763, 0.5323, 3.5130)
N (-0.4272, 0.4583, 2.3649)
H (-1.3862, 1.3543, 6.4397)
H (-1.7709, -0.3302, 6.0156)
H (-2.3656, 1.0075, 5.0070)
H (1.1170, 1.1169, 6.2478)
H (1.7681, 0.4365, 4.7398)
H (0.9792, -0.6287, 5.9179)
Cl (4.1320, 0.2298, 2.6957)
C (4.0665, -0.7683, 1.2261)
Cl (4.1832, -2.4826, 1.6502)
Cl (5.3879, -0.3086, 0.1634)
C (2.7038, -0.5740, 0.5118)
O (1.7002, -0.5961, 1.3230)
O (2.6304, -0.4322, -0.6928)

Its HOMO energy (alpha / beta) is -10.74 / -11.07 eV. Its total charge is +1. As for the multiplicity: 2.

And the Löwdin charges, in e, turn out to be: number 1, Ru, carries 1.115; number 2, C, carries -0.004; number 3, C, carries -0.072; number 4, N, carries 0.047; number 5, C, carries -0.139; number 6, C, carries -0.132; number 7, C, carries 0.020; number 8, C, carries -0.003; number 9, C, carries -0.005; number 10, C, carries -0.132; number 11, C, carries 0.018; number 12, C, carries -0.016; number 13, C, carries -0.136; number 14, N, carries -0.044; number 15, C, carries -0.144; number 16, H, carries 0.123; number 17, H, carries 0.095; number 18, H, carries 0.130; number 19, H, carries 0.125; number 20, H, carries 0.125; number 21, H, carries 0.129; number 22, H, carries 0.120; number 23, H, carries 0.043; number 24, S, carries 0.705; number 25, C, carries -0.667; number 26, C, carries -0.082; number 27, C, carries -0.053; number 28, C, carries -0.045; number 29, C, carries -0.128; number 30, N, carries 0.005; number 31, H, carries 0.108; number 32, H, carries 0.114; number 33, H, carries 0.110; number 34, H, carries 0.114; number 35, C, carries -0.013; number 36, N, carries -0.176; number 37, C, carries -0.001; number 38, C, carries -0.178; number 39, N, carries 0.087; number 40, H, carries 0.096; number 41, H, carries 0.099; number 42, H, carries 0.096; number 43, H, carries 0.097; number 44, H, carries 0.073; number 45, H, carries 0.102; number 46, Cl, carries 0.610; number 47, C, carries -1.514; number 48, Cl, carries 0.644; number 49, Cl, carries 0.648; number 50, C, carries -0.850; number 51, O, carries -0.249; number 52, O, carries -0.016


Taking the most stable structure as the zero point, the relative energies in kJ/mol are #A 0.0; #B 42.0.


#A
Density functional theory data (ωB97M-V/def2-TZVPD) for a cluster of 2 separate species, C5H10NO3 in total.

Cartesian coordinates (Å):
O (1.8310, -2.4612, 0.4103)
C (1.6999, -1.3857, 1.0486)
O (1.1120, -1.1873, 2.1263)
C (2.1571, -0.1398, 0.1954)
C (0.9790, 0.4977, -0.6833)
C (-0.0636, 1.0788, 0.2858)
C (-1.5136, -0.7346, 0.5151)
N (-1.4032, 0.4498, 0.0985)
H (2.9925, -0.4446, -0.4354)
H (2.5774, 0.6498, 0.8321)
H (1.3554, 1.3324, -1.2609)
H (0.6280, -0.3054, -1.3061)
H (0.3536, 1.2275, 1.2767)
H (-0.2961, 2.0789, -0.1771)
H (-2.4715, -1.3117, 0.4293)
H (-0.7121, -1.3143, 1.1279)
H (-3.5907, 0.4366, -0.9769)
H (-2.3426, 0.8073, -1.6596)
O (-3.2926, 0.7256, -1.8467)

Its HOMO energy is -4.41 eV. Its total charge is -1. As for the multiplicity: 1.

And the Löwdin charges, in e, turn out to be: number 1, O, carries -0.094; number 2, C, carries -0.759; number 3, O, carries -0.095; number 4, C, carries -0.135; number 5, C, carries -0.177; number 6, C, carries -0.234; number 7, C, carries -0.048; number 8, N, carries -0.068; number 9, H, carries 0.082; number 10, H, carries 0.086; number 11, H, carries 0.081; number 12, H, carries 0.098; number 13, H, carries 0.105; number 14, H, carries 0.097; number 15, H, carries 0.070; number 16, H, carries 0.097; number 17, H, carries 0.005; number 18, H, carries -0.001; number 19, O, carries -0.110


#B
Density functional theory data (ωB97M-V/def2-TZVPD) for a cluster of 2 separate species, C5H10NO3 in total.

Cartesian coordinates (Å):
C (-0.6714, -0.2394, 0.8936)
C (-0.2851, -2.5185, -0.5881)
C (0.0694, 1.0548, -1.1556)
C (1.7657, 0.2561, 0.6289)
C (0.4228, 0.7341, 0.3140)
N (-1.8825, 0.2312, 0.7870)
O (-2.1116, 1.4736, 1.0200)
O (-2.9076, -0.5117, 0.4695)
O (0.3388, 2.0001, 0.9928)
H (-1.0513, -2.2497, -1.3260)
H (-0.5018, -3.2494, 0.2081)
H (0.7144, -2.4039, -0.9297)
H (0.7762, 1.8752, -1.6134)
H (0.4039, 0.1746, -1.8172)
H (-0.9499, 1.0921, -1.2670)
H (2.6917, 0.7712, 0.2302)
H (1.9463, 0.1080, 1.7745)
H (1.9027, -0.7434, 0.2486)
H (-0.6708, 2.1450, 1.1295)

Its HOMO energy (alpha / beta) is -3.86 / -3.88 eV. Its total charge is -1. As for the multiplicity: 1.

And the Löwdin charges, in e, turn out to be: number 1, C, carries 0.066; number 2, C, carries 0.041; number 3, C, carries -0.036; number 4, C, carries -0.097; number 5, C, carries -0.644; number 6, N, carries -0.473; number 7, O, carries -0.099; number 8, O, carries -0.112; number 9, O, carries -0.112; number 10, H, carries -0.012; number 11, H, carries -0.013; number 12, H, carries -0.052; number 13, H, carries 0.113; number 14, H, carries 0.081; number 15, H, carries 0.033; number 16, H, carries 0.091; number 17, H, carries 0.117; number 18, H, carries 0.039; number 19, H, carries 0.067


Taking the most stable structure as the zero point, the relative energies in kJ/mol are #A 0.0; #B 679.6.